# 1
73
Properties=species:S:1:pos:R:3:forces:R:3 method="wB97M-V/def2-TZVPD" multiplicity=1 energy_ev=-220986.213 homo_lumo_gap_ev=7.5
C 0.32352 -2.08681 -1.84920 0.3 -0.1 0.1
C -0.55296 -2.28999 -0.64319 0.2 -0.1 -0.4
Br -0.59850 -4.13101 -0.20865 0.0 -0.2 0.0
C -1.20243 -1.39582 0.09909 0.0 0.2 -0.2
Br -2.05224 -1.95518 1.66374 -0.2 0.1 0.3
C -1.17835 0.13306 -0.20282 -0.1 0.4 0.3
C 0.29064 0.57109 -0.01530 0.1 0.0 -0.1
C 0.82231 1.95287 -0.39091 0.1 -0.1 0.1
C 2.35510 1.93251 -0.29850 -0.1 -0.3 0.0
C 3.03363 1.39283 -1.56996 0.1 0.0 0.0
C 4.37070 2.05988 -1.87223 0.0 0.0 -0.1
N 5.28941 1.92953 -0.73717 0.0 -0.2 0.0
O -1.85877 0.87406 0.85492 0.0 -0.3 0.1
S -3.41870 1.09074 0.62194 0.2 0.1 -0.2
O -3.65081 2.48119 0.54126 -0.2 0.1 0.0
O -4.23904 0.29447 1.45985 -0.1 -0.1 0.2
O -3.41846 0.37816 -0.80599 0.1 0.2 0.0
C -2.12988 0.45022 -1.43693 -0.1 0.1 -0.2
B -2.27413 -0.60505 -2.67558 0.0 0.0 0.1
O -3.42630 -1.30247 -2.71944 0.1 -0.6 0.2
O -1.35353 -0.78927 -3.66402 0.1 0.3 -0.1
S -2.14672 2.19828 -2.21172 0.1 -0.4 0.1
C -1.02492 2.20471 -3.59601 0.0 0.0 -0.1
O -1.67394 3.19093 -1.29850 0.0 0.0 0.1
O -3.46483 2.24951 -2.77078 -0.1 0.1 -0.1
H 1.32701 -2.46066 -1.62623 -0.1 0.0 0.1
H 0.41450 -1.04228 -2.13754 0.1 -0.1 0.1
H -0.03443 -2.67358 -2.69679 0.0 0.1 0.1
H 0.93846 -0.18343 -0.45281 0.0 0.0 -0.1
H 0.42109 0.45611 1.06730 0.0 -0.1 -0.1
H 0.41806 2.70722 0.28446 -0.1 0.0 -0.2
H 0.54512 2.22749 -1.40823 0.0 0.1 0.2
H 2.62908 1.27486 0.53547 0.1 0.3 0.1
H 2.73314 2.93150 -0.06868 0.0 -0.1 -0.1
H 3.20507 0.31027 -1.48686 -0.1 0.1 0.0
H 2.37974 1.53515 -2.44094 0.0 0.0 0.1
H 4.78086 1.62938 -2.79615 0.0 0.0 0.1
H 4.19566 3.12514 -2.06795 0.0 -0.1 0.0
H 6.25443 1.90223 -1.04764 -0.1 0.1 0.0
H 5.12668 1.05107 -0.25423 0.0 0.1 -0.1
H -3.36460 -2.11861 -3.23949 -0.1 0.4 -0.1
H -0.52091 -0.31126 -3.57080 -0.3 -0.2 -0.1
H -0.84860 3.27177 -3.74986 0.0 -0.1 0.0
H -1.52272 1.76740 -4.45795 0.1 0.0 0.0
H -0.07077 1.72067 -3.38633 0.0 0.1 0.1
C 4.53485 -5.50742 -2.49368 0.0 0.0 -0.1
C 5.72726 -5.88570 -2.00769 0.0 0.0 0.1
C 6.03753 -5.89376 -0.51961 0.0 0.0 0.0
O 7.15523 -6.26945 -0.21297 0.0 0.0 0.0
C 5.01813 -5.46936 0.40886 0.0 0.0 0.1
C 3.82402 -5.09361 -0.07530 0.0 0.0 -0.1
C 3.51415 -5.09116 -1.56398 -0.1 0.0 0.0
O 2.39490 -4.71943 -1.87698 0.1 0.0 0.0
O 2.81723 -4.69666 0.68173 0.0 0.0 0.1
O 6.74250 -6.28327 -2.75211 0.0 0.0 -0.1
H 4.30903 -5.49829 -3.55050 0.0 0.0 0.0
H 5.24563 -5.47400 1.46535 0.0 0.0 0.0
H 2.05257 -4.52248 0.09291 0.0 0.0 0.0
H 7.46674 -6.49819 -2.12658 0.0 0.0 0.0
C -3.77796 3.52006 5.67128 0.0 0.0 0.0
C -4.69972 4.21749 6.34889 -0.1 0.0 0.0
C -6.16500 4.23688 5.95172 0.0 0.0 0.0
O -6.89673 4.90392 6.66731 0.0 0.0 0.0
C -6.58396 3.48734 4.79946 -0.1 0.0 0.0
C -5.66662 2.78290 4.11075 0.1 0.0 0.1
C -4.19545 2.76198 4.51189 0.0 0.0 -0.1
O -3.44803 2.09590 3.82040 0.0 0.0 0.0
O -5.96218 2.05074 3.06090 -0.1 0.0 0.0
O -4.44551 4.95351 7.41960 0.0 0.0 0.0
H -2.73344 3.50547 5.94804 0.0 0.0 0.0
H -7.62857 3.50555 4.52293 0.0 0.0 0.0
H -5.15242 1.60242 2.73838 0.0 0.0 0.0
H -5.31187 5.32973 7.68632 0.0 0.0 0.0



# 2
63
Properties=species:S:1:pos:R:3:forces:R:3 method="wB97M-V/def2-TZVPD" total_charge=-1 multiplicity=1 energy_ev=-56402.009 homo_lumo_gap_ev=5.8
C 5.93449 -0.53107 1.51835 -1.0 -0.6 0.4
C 5.62116 -2.07647 1.48256 0.2 1.0 0.2
O 6.46831 -2.87984 1.78395 -0.6 0.1 -0.4
O 4.33900 -2.38774 1.09210 1.3 0.2 -0.1
C 4.29267 -3.54224 0.22401 0.2 -1.3 -1.7
C 2.85279 -3.88420 -0.33071 0.1 0.4 0.5
C 1.64638 -3.16923 0.40497 -0.9 -1.8 -1.0
C 0.48790 -4.25608 0.67735 1.0 1.3 0.5
B -0.87449 -3.46219 1.09457 -0.5 -0.5 0.7
O -0.60077 -2.18325 1.81852 0.3 1.9 -0.3
C -1.70628 -1.32868 1.64771 -0.3 -0.5 0.5
C -2.66581 -1.71524 2.84598 -0.7 1.1 0.4
C -1.82449 -1.51301 4.18025 0.5 0.6 -1.5
F -1.22254 -2.70491 4.62838 -0.9 0.9 0.1
C -2.18134 -1.62704 0.14043 0.5 -5.1 1.6
S -4.01323 -1.74281 -0.15938 -0.7 1.1 -0.3
O -1.44704 -1.03362 -0.95582 -0.1 2.4 1.3
C -1.31795 0.35318 -0.79293 0.6 -0.6 0.1
O -2.27558 1.07583 -0.85678 0.7 -0.1 0.1
C 0.14851 0.83963 -0.57393 1.9 0.8 -0.6
C 0.91165 0.61175 0.63691 0.9 0.4 -0.4
C 2.31242 1.04372 0.80796 -1.6 0.3 -2.4
C 2.95690 1.72973 -0.30103 -2.1 -0.7 0.1
C 2.18326 2.00096 -1.53056 -0.3 -1.0 1.7
C 0.80086 1.56758 -1.68255 1.2 -0.3 1.8
O -1.80387 -2.99310 0.03854 -0.4 1.5 -1.0
H 5.74141 -0.07278 0.51550 0.3 -0.4 0.9
H 5.22423 -0.06098 2.24837 0.5 -0.3 -0.7
H 6.96791 -0.36817 1.90183 -0.8 -0.2 -0.6
H 4.94271 -3.29839 -0.67083 -0.5 -0.2 1.0
H 4.73662 -4.47156 0.67244 -0.4 1.2 0.1
H 2.81880 -3.63886 -1.42667 0.0 -0.1 1.0
H 2.72040 -5.00237 -0.26048 0.2 1.1 0.0
H 1.88994 -2.74148 1.40393 0.0 0.0 -1.1
H 1.19196 -2.43588 -0.31227 0.6 -0.2 1.0
H 0.83112 -4.81045 1.60292 -0.4 0.1 -1.1
H 0.35056 -4.95801 -0.18712 0.2 0.5 0.7
H -1.54872 -4.18538 1.81305 -0.2 -0.4 0.3
H -1.53821 -0.21916 1.82796 0.4 -1.1 -0.4
H -3.12338 -2.73110 2.77544 0.8 0.7 0.0
H -3.52379 -0.97718 2.91696 0.8 -0.7 -0.2
H -2.41236 -0.97549 4.97050 0.4 -1.1 -0.3
H -0.97321 -0.81891 3.91361 -0.8 -0.7 0.4
H -4.54765 -2.25334 1.00415 1.1 0.3 -0.6
H 0.46714 0.07899 1.51119 0.3 0.3 -1.1
H 2.82724 0.79568 1.76754 -0.5 0.3 -1.1
H 4.02547 2.03785 -0.19493 -1.1 -0.2 -0.3
H 2.73065 2.53137 -2.33865 -0.7 -0.5 0.5
H 0.26027 1.79405 -2.63310 0.5 -0.3 1.0
C -3.47027 3.15917 -3.13817 0.0 0.0 -0.1
C -3.75443 3.98711 -4.21858 0.1 0.0 0.2
C -3.78652 5.36429 -4.04984 0.0 0.1 -0.2
C -3.52806 5.90107 -2.79537 0.0 -0.6 0.0
C -3.25045 5.08112 -1.70849 0.0 0.0 0.1
C -3.22282 3.70387 -1.88466 -0.1 0.2 0.0
N -3.53665 7.35689 -2.61918 0.0 0.2 0.0
O -3.80272 8.04609 -3.59036 0.1 -0.1 0.2
O -3.27406 7.79764 -1.51382 -0.1 -0.1 -0.3
H -3.44041 2.08357 -3.27327 0.0 0.1 0.1
H -3.94826 3.55747 -5.19431 0.0 0.1 0.0
H -4.00867 6.00020 -4.89705 0.0 0.1 0.2
H -3.05318 5.49637 -0.72863 0.0 0.1 -0.2
H -3.00548 3.05506 -1.04849 0.0 0.1 -0.1



# 3
58
Properties=species:S:1:pos:R:3:forces:R:3 method="wB97M-V/def2-TZVPD" multiplicity=1 energy_ev=-211392.982 homo_lumo_gap_ev="7.1 / 7.1"
Ni 0.01135 0.01554 -0.48712 0.3 0.9 0.6
C 0.56551 -2.70795 1.36699 -0.1 0.1 0.1
C 1.81250 -2.76672 0.49631 0.1 -0.1 -0.1
C 2.60409 -1.49736 0.17500 0.1 0.0 0.1
N 1.89779 -0.35868 -0.39784 0.1 -0.2 0.1
C 2.63328 0.64524 -0.84558 -0.1 -0.1 -0.2
C 4.04097 0.67942 -0.77391 0.2 0.1 0.0
C 4.93898 1.70834 -1.02974 0.0 -0.1 0.0
C 4.73982 3.01112 -1.44199 -0.1 0.1 0.0
C 3.51156 3.56496 -1.79144 0.1 0.0 0.0
C 2.26440 2.98547 -1.86639 0.0 -0.1 0.0
C 1.83224 1.66793 -1.56098 0.0 0.2 -0.1
N 0.62281 1.24390 -1.84313 -0.2 -0.2 0.0
C -0.32439 2.07000 -2.55653 0.0 0.1 0.0
C -1.50837 1.21133 -2.95622 0.0 -0.1 -0.1
C -2.46814 0.91743 -1.81377 0.0 0.0 0.1
N -1.80655 0.48825 -0.59009 -0.2 0.1 0.0
C -2.50515 0.44158 0.53490 -0.1 -0.1 -0.2
C -3.89387 0.68840 0.56851 0.0 0.0 0.1
C -4.80980 0.67701 1.61080 0.0 0.0 0.0
C -4.64647 0.39144 2.95185 0.0 0.0 0.0
C -3.44833 0.02318 3.55090 0.0 0.0 0.0
C -2.18505 -0.12020 3.01870 0.0 0.0 0.1
C -1.67823 0.08988 1.71178 0.0 -0.1 0.2
N -0.40282 -0.03046 1.41671 -0.2 -0.4 -0.3
C 0.58335 -0.37521 2.41855 0.1 0.0 0.0
C 0.69131 -1.89378 2.65100 0.0 0.0 0.0
H -0.27466 -2.30433 0.79910 0.0 0.0 0.0
H 0.28706 -3.73540 1.61994 0.1 0.0 0.0
H 2.53719 -3.42272 0.99055 0.0 0.0 0.0
H 1.56112 -3.26393 -0.44404 0.0 0.0 0.0
H 3.16499 -1.17905 1.06529 -0.1 0.0 0.0
H 3.36245 -1.82654 -0.54499 0.1 0.0 0.0
H 4.51636 -0.22545 -0.42640 0.0 0.0 0.0
H 5.97398 1.43569 -0.84548 0.0 0.0 0.0
H 5.61043 3.65033 -1.50832 0.0 0.0 0.0
H 3.53432 4.61268 -2.07572 0.0 0.0 0.0
H 1.47931 3.64551 -2.20961 0.0 0.0 0.0
H -0.65488 2.90618 -1.92262 0.0 0.0 0.0
H 0.13215 2.50615 -3.45120 0.1 0.0 0.0
H -2.07363 1.69254 -3.75721 0.0 0.0 0.0
H -1.11683 0.28077 -3.36679 0.0 0.0 -0.1
H -3.04582 1.82649 -1.60723 0.0 0.0 0.0
H -3.18408 0.15445 -2.14862 0.0 0.0 0.1
H -4.33846 0.91384 -0.38773 0.0 0.0 0.0
H -5.82282 0.92158 1.30683 0.0 0.0 0.0
H -5.52438 0.43754 3.58329 0.0 0.0 0.0
H -3.50881 -0.19954 4.61193 0.0 0.0 0.0
H -1.44449 -0.44371 3.73694 0.0 0.0 0.0
H 1.53496 0.02053 2.06472 0.0 0.0 0.0
H 0.38071 0.13018 3.36630 0.0 0.0 0.0
H 1.64151 -2.10510 3.15334 0.0 0.0 0.0
H -0.09783 -2.21301 3.33607 0.0 0.0 0.0
Br -3.12939 -2.88845 -0.74428 0.0 0.0 0.0
C -1.49806 -3.57901 -1.48750 0.1 0.1 0.0
Br -0.42517 -2.19904 -2.30678 -0.1 -0.3 -0.2
H -1.72927 -4.31713 -2.24166 -0.1 0.0 0.0
H -0.92077 -4.00217 -0.67541 0.0 0.0 0.0